[1]
Below is 2 unconnected molecules or ions with the total composition C4H4BrN at a distorted geometry, with properties calculated with ωB97M-V/def2-TZVPD.

The geometry in XYZ format:
```
10
Properties=species:S:1:pos:R:3
C 0.034 2.119 1.204
C -1.128 0.100 -0.927
C -0.127 -0.176 -0.190
C 0.947 -1.024 0.236
N 0.079 3.000 1.929
Br -1.730 -1.221 -2.309
H -1.760 0.964 -0.965
H 1.904 -0.507 0.159
H 0.983 -1.913 -0.404
H 0.797 -1.343 1.267
```

Properties
LUMO level (spin up / spin down) (Eh): -0.1052 / -0.1052
Energy relative to the best compared isomer or geometry (same formula, charge and spin) (kcal/mol): 101.2

[2]
Below is a molecular structure, C2BrClF2 at a distorted geometry, with properties calculated with ωB97M-V/def2-TZVPD.

The geometry in XYZ format:
```
6
Properties=species:S:1:pos:R:3
C -1.239 -0.447 0.379
C 1.116 0.232 -0.234
F -1.523 -1.470 -0.320
F -2.045 0.502 0.089
Cl 1.145 1.911 -0.030
Br 2.545 -0.726 0.116
```

Properties
LUMO level (Eh): -0.0392
Energy relative to the best compared isomer or geometry (same formula, charge and spin) (kcal/mol): 97.8

[3]
Below is 2 unconnected molecules or ions with the total composition C22H27N2 at a distorted geometry, with properties calculated with ωB97M-V/def2-TZVPD.

The geometry in XYZ format:
```
51
Properties=species:S:1:pos:R:3
C 0.923 -5.018 -4.793
C 2.291 -4.314 -4.763
C 2.176 -3.156 -3.766
N 0.956 -3.463 -3.033
N 0.540 -2.596 -2.138
C -0.316 -2.877 -1.214
C 0.020 -4.275 -3.804
H 0.483 -4.998 -5.794
H 1.023 -6.059 -4.469
H 3.062 -5.010 -4.417
H 2.571 -3.939 -5.752
H 3.029 -3.091 -3.073
H 2.113 -2.179 -4.286
H -0.597 -2.085 -0.514
H -0.708 -3.902 -1.064
H -0.719 -3.648 -4.348
H -0.557 -4.937 -3.142
C 2.569 -2.097 5.636
C 1.608 -1.531 4.647
C 0.597 -2.338 4.104
C -0.296 -1.822 3.181
C -0.210 -0.464 2.763
C -1.135 0.059 1.815
C -1.137 1.393 1.433
C -1.992 1.971 0.509
C -1.915 3.341 0.137
C -2.856 3.893 -0.778
C -2.780 5.221 -1.160
C -1.771 6.053 -0.651
C -1.688 7.478 -1.080
C -0.841 5.536 0.259
C -0.903 4.210 0.651
C 0.828 0.339 3.329
C 1.711 -0.192 4.253
H 3.288 -1.336 5.948
H 2.054 -2.471 6.528
H 3.125 -2.943 5.215
H 0.524 -3.380 4.418
H -1.084 -2.443 2.751
H -1.895 -0.603 1.398
H -0.416 2.049 1.913
H -2.761 1.345 0.052
H -3.635 3.238 -1.171
H -3.503 5.635 -1.864
H -0.849 7.976 -0.589
H -1.550 7.562 -2.164
H -2.605 8.026 -0.835
H -0.061 6.187 0.656
H -0.158 3.836 1.353
H 0.944 1.382 3.037
H 2.498 0.433 4.679
```

Properties
LUMO level (Eh): -0.1986
Total charge: +1
Energy relative to the best compared isomer or geometry (same formula, charge and spin) (kcal/mol): 60.9

[4]
Below is a molecular structure, C20H36F6O28PS6 at a distorted geometry, with properties calculated with ωB97M-V/def2-TZVPD.

The geometry in XYZ format:
```
97
Properties=species:S:1:pos:R:3
P -12.795 1.799 -10.856
F -12.590 2.081 -12.445
F -13.413 0.384 -11.228
F -11.326 1.228 -10.853
F -13.024 1.482 -9.296
F -12.409 3.306 -10.466
F -14.373 2.319 -11.087
O -10.049 -0.502 -6.412
C -10.387 -1.391 -7.272
O -9.997 -2.720 -7.144
C -10.179 -3.483 -8.302
C -11.200 -2.628 -8.942
C -11.064 -1.143 -8.563
H -10.450 -4.522 -8.114
H -9.233 -3.330 -8.821
H -12.197 -3.018 -8.738
H -10.982 -2.870 -9.982
H -12.049 -0.691 -8.452
H -10.462 -0.570 -9.269
O -8.923 4.714 -5.099
C -9.952 4.089 -5.320
O -11.245 4.444 -5.078
C -12.156 3.483 -5.745
C -11.211 2.799 -6.747
C -9.912 2.724 -5.986
H -13.023 3.949 -6.216
H -12.666 2.808 -5.058
H -11.083 3.488 -7.582
H -11.498 1.919 -7.323
H -9.074 2.467 -6.634
H -9.982 1.995 -5.178
C -13.889 6.867 -12.636
C -14.064 5.334 -12.701
O -15.260 5.037 -13.416
S -16.264 6.344 -13.323
O -17.432 6.005 -12.457
O -16.556 6.799 -14.708
O -15.176 7.413 -12.665
H -13.177 7.165 -13.405
H -13.407 7.130 -11.694
H -14.109 4.957 -11.679
H -13.185 4.980 -13.240
C -14.499 1.684 -15.123
C -16.002 2.063 -15.252
O -16.629 0.738 -15.456
S -15.647 -0.312 -16.317
O -15.997 -0.400 -17.733
O -15.616 -1.615 -15.564
O -14.269 0.654 -16.147
H -14.331 1.374 -14.092
H -13.997 2.641 -15.269
H -16.257 2.792 -16.022
H -16.325 2.536 -14.324
C -15.754 3.490 -8.231
C -15.158 4.825 -8.777
O -15.022 5.616 -7.584
S -15.729 4.863 -6.240
O -17.169 5.170 -6.319
O -14.911 5.052 -5.009
O -15.396 3.464 -6.984
H -15.496 2.614 -8.827
H -16.832 3.503 -8.394
H -15.840 5.348 -9.447
H -14.204 4.865 -9.304
C -9.383 2.418 -13.140
C -10.155 3.777 -12.968
O -9.669 4.453 -14.139
S -8.079 4.227 -14.213
O -7.329 4.658 -12.979
O -7.448 4.464 -15.565
O -8.389 2.660 -14.053
H -10.096 1.656 -13.454
H -8.937 2.076 -12.206
H -9.998 4.382 -12.075
H -11.214 3.526 -12.898
C -13.887 -2.611 -11.160
C -14.860 -2.966 -12.330
O -14.802 -4.403 -12.440
S -13.356 -5.055 -11.941
O -12.307 -4.767 -12.909
O -13.483 -6.413 -11.410
O -13.365 -3.943 -10.750
H -14.458 -2.275 -10.295
H -13.057 -2.017 -11.543
H -14.641 -2.379 -13.222
H -15.825 -2.604 -11.977
C -17.185 1.439 -11.112
C -16.575 0.331 -10.245
O -17.510 -0.669 -10.212
S -18.577 -0.590 -11.475
O -19.913 -1.163 -11.126
O -17.974 -1.074 -12.776
O -18.581 1.032 -11.438
H -16.709 1.389 -12.091
H -17.214 2.428 -10.655
H -16.373 0.619 -9.214
H -15.720 -0.223 -10.632
```

Properties
LUMO level (Eh): 0.0566
Total charge: -1
Energy relative to the best compared isomer or geometry (same formula, charge and spin) (kcal/mol): 0.0

[5]
Below is a single C13H17F2N3O2S molecule at a distorted geometry, with properties calculated with ωB97M-V/def2-TZVPD.

The geometry in XYZ format:
```
38
Properties=species:S:1:pos:R:3
C 1.859 3.865 1.328
H 0.892 4.306 1.057
O 2.407 3.145 0.255
C 1.592 2.077 -0.170
C 2.315 1.346 -1.303
N 3.547 0.741 -0.861
C 3.723 -0.438 -0.246
N 2.723 -1.348 -0.075
N 1.414 -1.125 -0.239
C 0.544 -2.017 0.060
C -0.859 -1.626 -0.097
C -1.862 -2.199 0.687
C -3.178 -1.801 0.554
C -3.509 -0.830 -0.376
C -2.532 -0.246 -1.168
C -1.218 -0.643 -1.021
H -0.451 -0.198 -1.633
H -2.800 0.509 -1.890
O -4.868 -0.473 -0.524
C -5.232 0.711 -0.035
F -4.599 1.760 -0.625
F -4.942 0.844 1.286
H -6.317 0.845 -0.169
H -3.953 -2.235 1.167
H -1.616 -2.940 1.432
C 0.875 -3.396 0.566
H 0.028 -4.063 0.441
H 1.715 -3.812 0.009
H 1.147 -3.367 1.622
H 3.055 -2.214 0.349
S 5.227 -0.894 0.284
H 4.339 1.362 -0.777
H 2.567 2.068 -2.083
H 1.663 0.573 -1.706
H 1.400 1.381 0.660
H 0.622 2.453 -0.531
H 1.718 3.223 2.206
H 2.567 4.656 1.566
```

Properties
LUMO level (Eh): 0.0059
Energy relative to the best compared isomer or geometry (same formula, charge and spin) (kcal/mol): 0.0

[6]
Below is a molecular structure, C15H45F4K3N2O28P5S4 at a distorted geometry, with properties calculated with ωB97M-V/def2-TZVPD.

The geometry in XYZ format:
```
106
Properties=species:S:1:pos:R:3
K 2.001 4.100 0.840
K -7.852 -0.219 -0.437
K 4.095 -0.815 4.290
N -7.211 4.810 0.125
S -7.198 5.249 1.808
O -7.935 6.444 2.193
O -6.106 4.841 2.691
F -8.416 4.264 2.198
S -5.992 5.652 -0.203
O -4.664 5.049 0.083
O -6.143 7.109 -0.053
F -6.134 5.414 -1.811
N -0.483 -0.496 2.099
S -0.820 -1.924 1.253
O -1.905 -1.819 0.286
O -0.603 -3.149 2.066
F 0.459 -1.962 0.302
S -1.771 -0.600 2.957
O -1.587 -1.337 4.194
O -3.083 -0.585 2.315
F -1.662 0.885 3.619
C 2.537 -1.850 -12.006
O 3.769 -1.786 -11.311
P 3.987 -0.735 -10.078
O 3.681 0.698 -10.408
O 3.190 -1.399 -8.841
C 3.505 -0.889 -7.555
O 5.495 -1.129 -9.587
C 6.053 -2.422 -9.572
H 2.738 -1.603 -13.049
H 1.731 -1.281 -11.542
H 2.141 -2.862 -12.097
H 3.708 -1.693 -6.847
H 2.623 -0.362 -7.192
H 4.318 -0.180 -7.401
H 5.498 -3.036 -10.281
H 5.883 -2.899 -8.607
H 7.124 -2.460 -9.773
C 1.691 -1.388 12.113
O 2.798 -0.565 12.005
P 4.295 -1.145 11.844
O 4.750 -1.663 10.482
O 5.171 0.109 12.355
C 4.738 0.778 13.488
O 4.367 -2.287 13.017
C 5.637 -2.663 13.530
H 0.868 -1.029 11.495
H 1.377 -1.427 13.157
H 1.844 -2.415 11.781
H 5.351 0.548 14.360
H 3.683 0.646 13.728
H 4.723 1.848 13.278
H 6.392 -2.199 12.895
H 5.694 -3.736 13.346
H 5.789 -2.479 14.594
C 2.010 5.903 8.247
O 1.431 7.187 7.964
P 2.235 8.282 7.106
O 2.847 7.817 5.890
O 1.132 9.437 6.846
C -0.202 9.132 6.399
O 3.286 8.948 8.171
C 4.720 8.855 8.078
H 2.682 5.594 7.447
H 1.223 5.154 8.155
H 2.438 5.775 9.241
H -0.846 9.461 7.214
H -0.373 8.059 6.311
H -0.305 9.646 5.443
H 4.942 8.999 7.020
H 5.161 7.887 8.316
H 5.260 9.662 8.573
C 0.946 -8.355 -2.125
O 1.500 -8.809 -3.374
P 0.596 -8.557 -4.715
O -0.660 -9.286 -4.650
O 0.574 -6.904 -4.762
C -0.557 -6.242 -5.351
O 1.636 -9.034 -5.948
C 2.814 -8.295 -6.328
H -0.046 -7.903 -2.148
H 1.682 -7.711 -1.644
H 0.873 -9.222 -1.468
H -0.438 -5.164 -5.245
H -1.563 -6.545 -5.061
H -0.522 -6.416 -6.426
H 2.558 -7.397 -6.890
H 3.259 -8.883 -7.131
H 3.380 -8.177 -5.404
C -4.552 0.850 -6.980
O -5.488 -0.194 -7.305
P -7.117 0.049 -7.470
O -7.836 0.563 -6.259
O -7.678 -1.336 -8.149
C -7.463 -2.567 -7.450
O -7.342 1.151 -8.721
C -8.564 1.767 -8.824
H -4.171 0.726 -5.967
H -4.999 1.843 -7.032
H -3.570 0.974 -7.436
H -8.347 -3.190 -7.586
H -7.469 -2.459 -6.365
H -6.609 -3.212 -7.656
H -9.495 1.387 -8.402
H -8.741 2.029 -9.867
H -8.371 2.762 -8.421
```

Properties
LUMO level (Eh): -0.1785
Total charge: +1
Energy relative to the best compared isomer or geometry (same formula, charge and spin) (kcal/mol): 264.5

[7]
Below is a molecular structure, C6H49O26P at a distorted geometry, with properties calculated with ωB97M-V/def2-TZVPD.

The geometry in XYZ format:
```
82
Properties=species:S:1:pos:R:3
O 4.155 0.843 0.342
O 3.011 1.379 0.973
O 3.421 -0.188 -0.331
O 1.098 1.590 -0.063
O 1.377 -0.548 -1.173
O 1.323 -0.557 1.368
C -0.778 0.578 -1.297
C -0.686 0.767 1.274
C -0.501 -1.447 0.157
C -0.311 1.360 -0.034
C -0.049 -0.741 -1.180
C -0.103 -0.639 1.348
P 2.015 0.318 0.166
H -1.826 0.332 -1.335
H -0.522 1.244 -2.162
H -0.375 1.382 2.154
H -1.804 0.753 1.298
H 0.006 -2.383 0.268
H -1.587 -1.568 0.129
H -0.841 2.350 -0.147
H -0.304 -1.410 -2.020
H -0.469 -1.152 2.232
O 6.892 -0.970 0.629
H 6.042 -1.468 0.399
H 7.195 -1.271 1.546
O -1.730 0.353 5.075
H -1.071 0.853 5.657
H -1.539 -0.637 5.160
O 1.592 -4.285 -3.375
H 2.222 -3.878 -2.696
H 1.263 -5.169 -3.011
O 0.841 -4.930 1.210
H 1.753 -4.492 1.225
H 0.371 -4.650 0.359
O 2.560 1.194 -2.955
H 1.818 0.506 -2.940
H 3.401 0.744 -3.290
O 0.380 4.978 2.074
H 1.010 4.357 2.565
H 0.863 5.338 1.261
O -1.052 -4.875 -1.132
H -1.311 -4.785 -2.106
H -1.887 -5.086 -0.602
O -2.747 4.625 -1.726
H -3.046 5.295 -2.422
H -1.902 4.976 -1.293
O 2.098 -1.845 -4.290
H 1.618 -2.697 -4.029
H 3.029 -1.875 -3.895
O -4.096 -2.936 -0.170
H -3.814 -3.705 0.424
H -4.363 -2.161 0.423
O 4.647 3.342 2.166
H 4.303 2.706 1.459
H 5.258 2.825 2.785
O -2.277 3.722 3.426
H -1.882 3.502 4.332
H -1.580 4.226 2.893
O 2.105 -1.484 3.897
H 2.222 -2.481 4.024
H 1.531 -1.336 3.077
O -3.778 2.939 0.023
H -4.753 2.945 -0.249
H -3.298 3.654 -0.508
O -3.598 0.125 -3.098
H -4.008 0.377 -2.208
H -4.340 -0.194 -3.707
O -4.865 -0.643 1.378
H -5.562 -0.883 2.071
H -4.353 0.163 1.712
O 3.276 -2.843 -1.461
H 2.911 -1.903 -1.385
H 3.354 -3.228 -0.528
O -4.238 2.089 2.546
H -4.172 2.473 1.612
H -3.485 2.476 3.100
O 3.729 3.568 -1.659
H 4.665 3.237 -1.464
H 3.183 2.789 -2.002
O -2.348 -1.875 -4.419
H -2.713 -1.236 -3.725
H -2.573 -2.818 -4.130
```

Properties
LUMO level (Eh): -0.0108

[8]
Below is 2 unconnected molecules or ions with the total composition C4H12N2O at a distorted geometry, with properties calculated with ωB97M-V/def2-TZVPD.

The geometry in XYZ format:
```
19
Properties=species:S:1:pos:R:3
C 0.967 0.535 2.092
C 1.680 1.272 0.996
C 2.224 0.409 -0.228
N 1.185 -0.232 -0.956
C 0.162 0.450 -1.653
N -0.699 -0.237 -2.441
H 1.024 1.269 3.001
H -0.177 0.482 1.805
H 1.281 -0.478 2.348
H 2.511 1.867 1.450
H 0.867 2.054 0.822
H 2.381 1.389 -0.749
H 3.168 0.001 0.163
H 1.180 -1.290 -0.902
H 0.097 1.531 -1.487
H -1.285 0.600 -2.666
H -5.355 -3.892 -0.183
H -5.654 -2.434 -0.476
O -5.557 -3.295 -0.935
```

Properties
LUMO level (Eh): 0.0316
Energy relative to the best compared isomer or geometry (same formula, charge and spin) (kcal/mol): 72.1

[9]
Below is 2 unconnected molecules or ions with the total composition C7H7BrN3OS at a distorted geometry, with properties calculated with ωB97M-V/def2-TZVPD.

The geometry in XYZ format:
```
20
Properties=species:S:1:pos:R:3
C -3.565 1.779 0.747
C 2.734 1.641 -0.630
C 1.326 1.754 -0.651
C 2.362 -0.388 0.636
C 3.283 0.609 0.125
C 0.617 0.661 -0.230
C -1.701 -1.244 -0.301
N -4.649 2.078 0.633
N 1.089 -0.375 0.415
N -1.546 1.147 1.035
O -1.741 1.255 -1.378
S -1.162 0.477 -0.376
Br 5.143 0.457 0.343
H 3.460 2.417 -1.045
H 0.776 2.652 -1.158
H 2.855 -1.239 1.137
H -2.460 -1.377 0.368
H -0.943 -1.860 -0.048
H -2.017 -1.652 -1.228
H -1.611 0.723 1.938
```

Properties
LUMO level (Eh): -0.2608
Total charge: +1
Energy relative to the best compared isomer or geometry (same formula, charge and spin) (kcal/mol): 136.8